[1]
{"formula": "C22H21N3S2W", "method": "ωB97M-V with the def2-TZVPD basis set", "orbital_gap_ev": [4.7, 4.7], "charge": 2, "multiplicity": 1, "homo_ha": [-0.526, -0.526], "e_tot_ha": -1878.0619, "species": ["W", "S", "C", "N", "C", "C", "C", "C", "C", "C", "S", "H", "H", "H", "H", "C", "C", "C", "C", "C", "C", "C", "C", "C", "C", "N", "C", "C", "C", "C", "C", "N", "H", "H", "H", "H", "H", "H", "H", "H", "H", "H", "H", "H", "H", "H", "H", "H", "H"], "positions_angstrom": [[1.350, -0.412, 0.455], [2.120, -1.641, 2.093], [2.833, 0.841, -0.346], [1.749, 1.277, -0.974], [1.962, 2.328, -1.830], [1.035, 2.980, -2.648], [1.474, 4.024, -3.447], [2.803, 4.443, -3.428], [3.738, 3.817, -2.617], [3.313, 2.751, -1.833], [4.258, 1.751, -0.758], [-0.001, 2.672, -2.656], [0.773, 4.527, -4.093], [3.113, 5.275, -4.043], [4.769, 4.141, -2.600], [-2.043, -3.854, 1.480], [-3.058, -2.724, 1.263], [-2.618, -1.445, 1.915], [-3.309, -1.081, 3.069], [-2.926, -0.016, 3.859], [-1.780, 0.701, 3.527], [-1.046, 0.388, 2.398], [0.124, 1.306, 2.081], [-0.292, 2.374, 1.060], [-1.487, -0.659, 1.531], [-0.699, -0.875, 0.408], [-1.065, -1.505, -0.712], [-0.046, -1.996, -1.527], [-0.026, -2.942, -2.585], [1.297, -3.283, -2.778], [2.065, -2.517, -1.878], [1.280, -1.740, -1.123], [-2.374, -4.739, 0.947], [-1.985, -4.099, 2.538], [-1.045, -3.588, 1.131], [-4.001, -3.021, 1.723], [-3.262, -2.615, 0.197], [-4.163, -1.669, 3.367], [-3.496, 0.243, 4.737], [-1.474, 1.523, 4.155], [1.134, 0.793, 1.781], [0.393, 1.814, 3.017], [-0.647, 1.938, 0.119], [0.526, 3.068, 0.864], [-1.112, 2.959, 1.475], [-2.101, -1.684, -0.970], [-0.881, -3.325, -3.109], [1.685, -4.003, -3.470], [3.140, -2.505, -1.767]], "nbo_charge": [1.304, 0.193, -0.234, -0.478, 0.153, -0.188, -0.184, -0.114, -0.203, -0.197, 0.557, 0.240, 0.250, 0.253, 0.254, -0.599, -0.431, 0.019, -0.167, -0.139, -0.192, -0.033, -0.287, -0.621, 0.098, -0.590, 0.185, 0.006, -0.088, -0.275, 0.144, -0.563, 0.236, 0.230, 0.184, 0.243, 0.201, 0.239, 0.248, 0.233, 0.086, 0.296, 0.213, 0.232, 0.261, 0.248, 0.262, 0.270, 0.244]}


[2]
{"formula": "C4H5FN2", "method": "ωB97M-V with the def2-TZVPD basis set", "orbital_gap_ev": 9.4, "de_lowest_kcal_mol": 91.5, "multiplicity": 1, "homo_ha": -0.324, "e_tot_ha": -364.6575, "species": ["C", "N", "C", "C", "F", "H", "H", "H", "H", "C", "N", "H"], "positions_angstrom": [[-0.830, -1.057, 0.323], [0.060, -0.369, -0.515], [1.239, -0.158, -0.495], [2.523, -0.001, -0.665], [3.190, 1.137, -0.338], [-0.256, -1.984, 0.622], [-1.760, -1.469, -0.209], [-1.267, -0.524, 1.327], [3.107, -0.726, -1.087], [1.102, 3.105, -0.432], [1.163, 3.687, 0.571], [1.157, 2.521, -1.222]], "nbo_charge": [-0.449, -0.385, 0.320, 0.001, -0.329, 0.203, 0.216, 0.234, 0.192, 0.090, -0.299, 0.206]}


[3]
{"formula": "C5H12NOS", "method": "ωB97M-V with the def2-TZVPD basis set", "orbital_gap_ev": 5.5, "charge": -1, "de_lowest_kcal_mol": 51.1, "multiplicity": 1, "homo_ha": -0.094, "e_tot_ha": -725.8732, "species": ["C", "S", "C", "C", "C", "N", "C", "O", "H", "H", "H", "H", "H", "H", "H", "H", "H", "H", "H", "H"], "positions_angstrom": [[3.489, 0.464, -0.999], [2.163, 1.516, -0.354], [0.868, 0.250, -0.220], [-0.397, 0.874, 0.347], [-1.690, 0.064, 0.154], [-1.584, -0.880, -0.966], [-2.151, -0.683, 1.471], [-2.756, -1.865, 1.237], [3.546, -0.413, -0.363], [3.328, 0.253, -2.056], [4.423, 1.018, -0.911], [0.630, -0.116, -1.212], [1.268, -0.589, 0.353], [-0.490, 1.859, -0.115], [-0.280, 1.060, 1.424], [-2.485, 0.753, -0.126], [-2.528, -1.108, -1.258], [-1.306, -1.764, -0.529], [-2.821, 0.045, 1.999], [-1.227, -0.737, 2.126]], "nbo_charge": [-0.743, 0.149, -0.518, -0.420, -0.082, -0.875, -0.025, -0.958, 0.211, 0.206, 0.212, 0.234, 0.199, 0.189, 0.199, 0.157, 0.363, 0.370, 0.077, 0.054]}


[4]
{"formula": "C2H6O10S2Zn", "method": "ωB97M-V with the def2-TZVPD basis set", "orbital_gap_ev": 6.0, "charge": -2, "de_lowest_kcal_mol": 0.0, "multiplicity": 1, "homo_ha": -0.057, "e_tot_ha": -3408.0262, "species": ["Zn", "S", "O", "O", "O", "O", "S", "O", "O", "O", "O", "C", "C", "O", "O", "H", "H", "H", "H", "H", "H"], "positions_angstrom": [[-0.474, -0.237, 0.439], [1.137, -0.271, 2.530], [0.219, -1.354, 1.998], [0.911, 0.840, 1.514], [0.758, 0.185, 3.862], [2.527, -0.763, 2.498], [-3.089, 0.014, 0.654], [-2.266, -0.933, -0.209], [-2.000, 0.671, 1.464], [-3.741, 1.029, -0.197], [-4.050, -0.720, 1.468], [0.877, 0.824, -1.993], [1.662, -0.314, -1.363], [0.767, -1.328, -0.900], [-0.286, 1.169, -1.214], [0.567, 0.583, -3.015], [1.537, 1.699, -2.025], [2.274, 0.042, -0.532], [2.336, -0.756, -2.103], [1.059, -2.213, -1.126], [-0.726, 1.831, -1.751]], "nbo_charge": [1.735, 2.561, -1.153, -1.169, -1.038, -1.083, 2.561, -1.182, -1.132, -1.086, -1.046, -0.085, -0.107, -0.754, -0.724, 0.152, 0.166, 0.233, 0.157, 0.500, 0.494]}